1.
Below is C23H16Br2ClMnN6O4S as an isolated structure, with properties calculated with the ωB97M-V functional and the def2-TZVPD basis.

Geometry as ORCA input:
```
! wB97M-V def2-TZVPD RIJCOSX def2/J DEFGRID3
* xyz -1 6
Mn -0.597 -0.151 0.686
Br 0.521 4.681 -0.804
C 1.719 3.247 -0.488
C 3.091 3.490 -0.627
C 4.001 2.500 -0.400
Br 5.852 2.884 -0.605
C 3.573 1.205 -0.016
C 4.432 0.119 0.257
C 3.910 -1.086 0.627
C 2.516 -1.222 0.729
N 1.690 -0.233 0.481
C 2.187 0.977 0.114
C 1.195 2.012 -0.121
O -0.053 1.755 0.012
H 3.423 4.478 -0.916
H 5.502 0.259 0.174
H 4.543 -1.934 0.849
H 2.077 -2.166 1.028
O -0.628 -1.405 2.342
N 0.263 -1.889 3.128
C 1.066 -1.033 3.713
C 0.976 0.382 3.499
N 0.887 1.515 3.318
C 2.073 -1.548 4.588
N 2.889 -1.941 5.297
C -3.121 3.862 0.656
N -3.038 2.932 -0.443
C -2.846 3.361 -1.824
C -2.253 2.106 -2.470
N -2.681 1.067 -1.539
C -2.905 1.607 -0.329
S -3.005 0.732 1.125
H -3.695 4.734 0.342
H -2.122 4.177 0.970
H -3.620 3.384 1.495
H -2.167 4.211 -1.873
H -3.808 3.642 -2.266
H -1.161 2.156 -2.495
H -2.633 1.925 -3.473
H -2.261 0.133 -1.578
Cl 3.151 -6.109 0.439
C 2.095 -4.896 -0.238
C 0.934 -4.553 0.435
C 0.115 -3.568 -0.101
C 0.448 -2.946 -1.298
C 1.604 -3.327 -1.969
C 2.442 -4.294 -1.437
C -0.408 -1.836 -1.873
O -0.363 -1.601 -3.071
O -1.137 -1.206 -1.014
H 0.687 -5.027 1.376
H -0.777 -3.265 0.432
H 1.839 -2.840 -2.906
H 3.355 -4.582 -1.940
*
```

The frontier orbital gap (alpha / beta) comes out at 7.56 / 7.57 eV. As for the total energy: -8673.1868 hartree. The energy relative to the best compared isomer or geometry (same formula, charge and spin) comes out at 0.0 kcal/mol. As for the molecular weight: 722.7 g/mol.



2.
Below is an isolated molecule of C21H27N3O4S, with properties calculated with the ωB97M-V functional and the def2-TZVPD basis.

Geometry as ORCA input:
```
! wB97M-V def2-TZVPD RIJCOSX def2/J DEFGRID3
* xyz 0 1
C -7.335 -1.440 -0.413
O -6.311 -1.075 0.479
C -5.215 -0.443 -0.024
C -5.020 -0.115 -1.354
C -3.862 0.531 -1.764
C -2.883 0.847 -0.847
C -1.600 1.512 -1.271
S -1.502 3.152 -0.440
C 0.283 3.490 -0.649
C 0.989 3.020 0.592
O 1.519 3.749 1.395
N 0.974 1.665 0.801
C 0.562 0.660 -0.057
C -0.451 0.612 -0.966
C -0.385 -0.695 -1.616
O -1.092 -1.197 -2.463
N 0.726 -1.299 -1.064
N 1.255 -0.542 -0.022
C 2.703 -0.604 0.164
C 3.091 -2.033 0.556
C 4.474 -2.127 1.196
C 5.610 -1.553 0.348
C 5.615 -0.023 0.305
C 4.755 0.601 -0.800
C 3.443 -0.130 -1.095
C -3.066 0.523 0.496
C -4.217 -0.110 0.921
O -4.488 -0.460 2.210
C -3.551 -0.119 3.199
H -6.975 -2.140 -1.175
H -7.775 -0.565 -0.903
H -8.093 -1.930 0.196
H -5.766 -0.359 -2.092
H -3.727 0.767 -2.807
H -1.630 1.702 -2.349
H 0.624 2.974 -1.545
H 0.405 4.566 -0.751
H 1.450 1.370 1.646
H 0.875 -2.295 -1.068
H 2.935 0.065 0.997
H 3.066 -2.669 -0.331
H 2.352 -2.414 1.265
H 4.463 -1.614 2.160
H 4.679 -3.182 1.391
H 6.551 -1.886 0.792
H 5.568 -1.959 -0.663
H 6.639 0.327 0.160
H 5.294 0.351 1.279
H 5.329 0.633 -1.728
H 4.537 1.634 -0.519
H 2.794 0.548 -1.655
H 3.631 -0.989 -1.740
H -2.293 0.788 1.200
H -2.591 -0.624 3.038
H -3.387 0.963 3.246
H -3.980 -0.460 4.140
*
```

The frontier orbital gap comes out at 8.32 eV. As for the total energy: -1679.8261 hartree. As for the SMILES: COc1ccc([C@H]2SCC(=O)Nc3c2c(=O)[nH]n3C2CCCCCC2)cc1OC. The energy relative to the best compared isomer or geometry (same formula, charge and spin) comes out at 66.1 kcal/mol. As for the molecular weight: 417.5 g/mol.



3.
Below is C13H14IN3PbSe as an isolated structure, with properties calculated with the ωB97M-V functional and the def2-TZVPD basis.

Geometry as ORCA input:
```
! wB97M-V def2-TZVPD RIJCOSX def2/J DEFGRID3
* xyz 2 1
C -4.237 -1.192 -0.129
C -0.927 1.287 2.727
H -4.301 -0.165 -0.500
H -4.122 -1.247 0.966
H -5.155 -1.740 -0.377
H -0.414 2.147 2.284
H -1.743 1.661 3.369
H -0.249 0.646 3.281
C -1.603 1.022 -2.172
C -1.176 1.096 -3.495
C 0.182 1.245 -3.746
C 1.043 1.376 -2.661
H -2.663 0.917 -1.958
H -1.910 1.024 -4.288
H 0.573 1.264 -4.756
H 2.109 1.557 -2.774
N -0.767 1.041 -1.118
C 0.542 1.253 -1.357
C 1.507 1.385 -0.224
N 1.391 0.552 0.810
C 2.323 0.569 1.767
C 3.461 2.429 0.765
C 3.360 1.520 1.820
H 2.234 -0.182 2.551
H 4.044 1.528 2.669
C 2.553 2.331 -0.290
H 2.600 2.975 -1.165
H 4.240 3.192 0.746
Pb -2.019 0.171 1.225
I -2.727 -2.341 -1.155
Se 1.138 -3.669 0.534
C 0.096 -2.500 1.330
N -0.636 -1.736 1.881
*
```

The frontier orbital gap (alpha / beta) comes out at 4.69 / 5.26 eV. As for the total energy: -3559.3081 hartree. The energy relative to the best compared isomer or geometry (same formula, charge and spin) comes out at 0.0 kcal/mol. As for the molecular weight: 625.3 g/mol.



4.
Below is an isolated molecule of C3H6N2S2, with properties calculated with the ωB97M-V functional and the def2-TZVPD basis.

Geometry as ORCA input:
```
! wB97M-V def2-TZVPD RIJCOSX def2/J DEFGRID3
* xyz 0 1
C 1.276 0.530 1.228
N 0.272 1.079 0.347
C -0.536 0.314 -0.271
N -1.449 0.828 -1.190
C -0.591 -1.186 -0.187
S -1.728 -1.962 0.661
S 0.645 -2.048 -1.076
H 1.093 -0.514 1.512
H 2.289 0.626 0.757
H 1.315 1.109 2.133
H -1.537 1.822 -1.106
H -2.318 0.369 -1.238
H 1.269 -0.969 -1.571
*
```

The frontier orbital gap comes out at 8.42 eV. As for the total energy: -1023.7724 hartree. As for the SMILES: C/N=C(/N)C(=S)S. The energy relative to the best compared isomer or geometry (same formula, charge and spin) comes out at 19.2 kcal/mol. As for the molecular weight: 134.2 g/mol.



| no. | F_max (eV/Å) |
| --- | --- |
| 1 | 0.16 |
| 2 | 0.91 |
| 3 | 3.76 |
| 4 | 1.32 |